# 1
{
  "formula": "C23H43BrF5O4S",
  "method": "ωB97M-V/def2-TZVPD",
  "elements": ["F", "C", "F", "F", "C", "C", "C", "C", "C", "C", "F", "F", "S", "C", "C", "C", "Br", "C", "H", "H", "H", "H", "H", "H", "H", "H", "H", "H", "H", "C", "C", "C", "O", "H", "H", "H", "H", "H", "H", "H", "H", "C", "C", "C", "O", "H", "H", "H", "H", "H", "H", "H", "H", "C", "C", "C", "O", "H", "H", "H", "H", "H", "H", "H", "H", "C", "C", "C", "O", "H", "H", "H", "H", "H", "H", "H", "H"],
  "positions_angstrom": [[-2.22223, -0.56561, 3.04670], [-2.24179, 0.29743, 2.03193], [-1.02418, 0.79632, 1.89154], [-3.06082, 1.29151, 2.37768], [-2.71906, -0.33819, 0.75983], [-2.57346, 0.33212, -0.45529], [-3.03333, -0.22656, -1.63985], [-3.66095, -1.47184, -1.63541], [-3.78547, -2.14534, -0.42265], [-4.45254, -3.49000, -0.38052], [-3.63409, -4.48542, -0.05157], [-5.04397, -3.80088, -1.53105], [-5.77197, -3.41741, 0.94703], [-7.17045, -2.61983, 0.10708], [-7.21031, -1.13328, 0.47931], [-7.78000, -0.36294, -0.70497], [-7.58674, 1.53670, -0.46827], [-3.31901, -1.59255, 0.77128], [-2.08643, 1.29810, -0.46398], [-2.90198, 0.30997, -2.56387], [-4.03561, -1.89474, -2.55283], [-6.12158, -4.70327, 1.17222], [-7.07547, -2.79066, -0.96073], [-8.04812, -3.12561, 0.49603], [-6.24187, -0.72576, 0.75619], [-7.88685, -1.00348, 1.31889], [-8.83684, -0.55992, -0.83681], [-7.25135, -0.65867, -1.60753], [-3.39725, -2.10824, 1.71629], [3.03035, 3.43347, 1.02908], [1.69186, 4.14966, 0.96153], [1.18174, 4.50562, 2.34912], [0.72627, 3.34231, 0.27797], [2.93558, 2.49525, 1.58469], [3.38177, 3.18544, 0.02670], [3.78777, 4.04360, 1.51747], [1.79433, 5.05719, 0.36618], [1.03039, 3.59954, 2.94334], [0.22184, 5.01947, 2.28495], [1.88647, 5.14893, 2.87665], [0.61836, 2.53029, 0.78379], [8.22503, 1.53974, 1.11729], [7.13257, 2.07983, 2.02491], [6.55331, 0.98235, 2.90503], [6.09278, 2.68456, 1.25121], [7.82794, 0.77167, 0.45127], [8.62753, 2.33816, 0.49181], [9.03726, 1.10170, 1.69126], [7.53744, 2.87485, 2.65240], [6.10292, 0.19893, 2.28866], [5.77064, 1.38243, 3.55172], [7.32358, 0.52747, 3.52913], [5.71678, 2.00266, 0.68489], [-8.31180, -0.84564, -5.95541], [-8.03430, -0.15871, -4.62850], [-8.06899, 1.35664, -4.75940], [-6.76508, -0.58381, -4.10713], [-7.55039, -0.57464, -6.69115], [-8.28453, -1.92981, -5.84125], [-9.28740, -0.56208, -6.35024], [-8.77603, -0.47534, -3.89242], [-7.30495, 1.70669, -5.45827], [-7.85975, 1.81899, -3.79510], [-9.04153, 1.70023, -5.11192], [-6.09011, -0.31500, -4.73938], [11.67994, -2.39445, 0.91317], [10.56927, -1.85875, 1.80318], [9.99802, -2.94758, 2.69869], [9.53268, -1.28239, 1.00626], [11.29609, -3.17950, 0.25582], [12.07718, -1.60196, 0.27873], [12.49693, -2.80966, 1.50451], [10.95687, -1.04629, 2.41973], [9.56407, -3.74901, 2.09431], [9.20368, -2.54671, 3.32945], [10.76780, -3.37851, 3.34001], [9.17156, -1.97982, 0.44852]],
  "forces_ev_per_angstrom": [[0.0, -0.4, 0.3], [-0.4, -0.1, -0.1], [0.6, 0.3, 0.0], [-0.2, 0.4, 0.1], [-0.2, -0.7, -0.8], [0.0, 0.0, 0.2], [-0.1, -0.3, 0.3], [0.2, 0.4, 0.3], [-0.2, 0.1, 0.1], [0.4, 0.3, -0.5], [0.1, -0.3, 0.4], [-0.2, -0.2, -0.2], [0.0, 0.3, 1.0], [0.0, 0.0, 0.3], [-0.5, 0.2, -0.1], [0.3, -0.3, -0.1], [0.0, 0.0, 0.0], [0.2, 0.5, -0.1], [0.0, 0.1, -0.1], [0.0, 0.1, -0.1], [-0.1, -0.1, -0.1], [-0.1, -0.1, -0.6], [0.0, -0.1, -0.1], [-0.1, -0.2, -0.1], [0.2, -0.1, -0.1], [0.2, 0.0, 0.3], [-0.1, 0.0, 0.0], [0.0, 0.3, -0.2], [-0.1, -0.2, 0.0], [-0.1, 0.0, -0.2], [0.1, -0.3, 0.3], [-0.1, 0.1, 0.0], [-0.1, 0.1, -0.2], [0.0, 0.1, 0.1], [0.0, 0.1, 0.0], [0.0, 0.0, 0.0], [-0.1, 0.0, -0.1], [0.1, 0.0, 0.0], [0.0, 0.0, 0.0], [0.0, 0.0, 0.0], [0.1, 0.0, 0.1], [0.0, 0.4, -0.1], [0.0, -0.4, -0.2], [-0.1, 0.1, 0.1], [0.1, 0.2, 0.2], [0.0, -0.1, 0.1], [0.0, 0.0, 0.0], [0.0, -0.1, 0.0], [-0.1, 0.1, 0.0], [0.1, 0.0, 0.0], [0.0, 0.0, 0.0], [0.0, 0.0, 0.0], [0.0, 0.0, 0.0], [0.0, -0.2, 0.1], [0.1, 0.2, -0.4], [0.1, 0.0, 0.2], [-0.1, -0.1, 0.3], [0.0, 0.1, 0.0], [0.0, 0.0, 0.0], [0.0, 0.0, 0.0], [0.1, 0.0, 0.1], [0.0, -0.1, -0.1], [-0.1, 0.0, 0.0], [0.0, 0.0, 0.0], [0.0, 0.0, 0.0], [0.1, 0.1, -0.1], [0.0, -0.4, -0.2], [-0.1, 0.1, 0.1], [0.1, 0.1, 0.1], [0.0, -0.1, 0.1], [0.0, 0.0, 0.0], [0.0, 0.0, 0.0], [-0.1, 0.1, 0.0], [0.1, 0.0, 0.0], [0.0, 0.0, 0.0], [0.0, 0.0, 0.0], [0.0, 0.0, 0.0]],
  "mulliken_charge": [-0.291, 0.807, -0.212, -0.251, -0.133, -0.739, -0.936, -0.594, 0.234, 1.014, -0.249, -0.254, 0.031, -0.874, -0.377, -0.493, -0.135, -0.226, 0.545, 0.450, 0.550, 0.307, 0.472, 0.567, 0.269, 0.392, 0.435, 0.056, 0.591, -1.093, 0.301, -1.263, -0.504, 0.280, 0.319, 0.355, 0.292, 0.297, 0.325, 0.394, 0.308, -1.085, 0.299, -1.265, -0.478, 0.258, 0.364, 0.259, 0.268, 0.315, 0.323, 0.391, 0.336, -1.441, 0.561, -1.208, -0.456, 0.364, 0.352, 0.382, 0.193, 0.336, 0.242, 0.387, 0.318, -1.376, 0.519, -1.304, -0.451, 0.358, 0.329, 0.380, 0.250, 0.356, 0.294, 0.377, 0.284],
  "total_charge": 1,
  "homo_energy_ev": -11.144,
  "homo_lumo_gap_ha": 0.2716
}

# 2
{
  "formula": "C23H43BrNO10PS6",
  "method": "ωB97M-V/def2-TZVPD",
  "elements": ["C", "C", "S", "C", "C", "C", "S", "O", "O", "O", "C", "N", "C", "O", "C", "C", "O", "C", "C", "C", "C", "C", "C", "P", "O", "Br", "H", "H", "H", "H", "H", "H", "H", "H", "H", "H", "H", "H", "H", "H", "H", "H", "H", "H", "H", "C", "S", "O", "C", "H", "H", "H", "H", "H", "H", "C", "S", "O", "C", "H", "H", "H", "H", "H", "H", "C", "S", "O", "C", "H", "H", "H", "H", "H", "H", "C", "S", "O", "C", "H", "H", "H", "H", "H", "H"],
  "positions_angstrom": [[6.52619, -3.45689, -0.34466], [6.36533, -3.12113, -1.90873], [6.16026, -1.33397, -2.27547], [4.37854, -0.82541, -2.14329], [4.13904, -0.24929, -0.67739], [3.94125, 1.33707, -0.85937], [3.45214, 2.20611, 0.67124], [4.61317, 2.46865, 1.52147], [2.72251, 3.44762, 0.41128], [2.39584, 1.22854, 1.48818], [2.88035, -0.12255, 1.53846], [2.19951, -0.91921, 2.59528], [3.04380, -1.11545, 3.49924], [3.85490, -1.49128, 4.22840], [2.88784, -0.84760, 0.09723], [1.47980, -0.47105, -0.55899], [1.26596, -1.11896, -1.82883], [-0.12021, -1.37156, -1.97322], [-0.50583, -2.69708, -2.47812], [-1.95779, -2.99946, -2.59730], [-2.99317, -2.02379, -2.23180], [-2.61150, -0.67705, -1.76428], [-1.17287, -0.37590, -1.64549], [2.99374, -2.69898, 0.47299], [3.41735, -3.53638, -0.93223], [0.91150, -3.51476, 0.97335], [5.78900, -4.27168, -0.05710], [6.24881, -2.56870, 0.29548], [7.54133, -3.87125, -0.09805], [5.52726, -3.74353, -2.34451], [7.30765, -3.52534, -2.39115], [4.26705, 0.02490, -2.88593], [3.64766, -1.61096, -2.46491], [5.06860, -0.38851, -0.06077], [4.84668, 1.83903, -1.29407], [3.10165, 1.50888, -1.60248], [3.97911, -0.05868, 1.83779], [1.35256, 0.63851, -0.72401], [0.70363, -0.74467, 0.22351], [0.29874, -3.42589, -2.75415], [-2.22217, -4.02802, -2.95924], [-4.07565, -2.28755, -2.30173], [-3.39201, 0.08387, -1.47795], [-0.91214, 0.65641, -1.27827], [3.64372, -4.45618, -0.69854], [-7.64857, 0.32824, -0.16616], [-6.76893, 1.73008, -0.87832], [-5.61493, 1.18399, -1.65549], [-6.12032, 2.35557, 0.68142], [-8.10707, -0.23857, -0.97555], [-6.95175, -0.31391, 0.37441], [-8.42756, 0.68901, 0.50744], [-5.51856, 1.58628, 1.16913], [-6.94728, 2.65280, 1.32755], [-5.49682, 3.22419, 0.47179], [7.49131, 0.71379, 3.30035], [7.99069, 1.62256, 1.82574], [8.16728, 0.62806, 0.72833], [9.63420, 2.06216, 2.42510], [6.49299, 0.30953, 3.13327], [8.18801, -0.10511, 3.48731], [7.46817, 1.39089, 4.15537], [10.19685, 1.15877, 2.66634], [9.54196, 2.69544, 3.30863], [10.15095, 2.61178, 1.63882], [-8.04446, -4.88450, -1.58175], [-6.66660, -3.72344, -1.64477], [-6.66493, -2.96117, -0.36345], [-7.37996, -2.65310, -2.90866], [-7.82948, -5.63228, -0.81874], [-8.96428, -4.35722, -1.32407], [-8.15115, -5.37625, -2.54981], [-8.34129, -2.26496, -2.56805], [-7.50819, -3.21727, -3.83356], [-6.69476, -1.82275, -3.08345], [-5.73756, 7.64821, 1.61114], [-5.75377, 5.84724, 1.54097], [-7.14902, 5.40309, 1.81831], [-4.79663, 5.59272, 3.04769], [-6.31860, 8.03021, 0.77211], [-6.18426, 7.98832, 2.54656], [-4.71019, 8.00668, 1.53223], [-5.30233, 6.06170, 3.89307], [-3.79981, 6.01775, 2.92204], [-4.71256, 4.52062, 3.22480]],
  "forces_ev_per_angstrom": [[-0.9, -0.4, -0.2], [-0.1, -1.5, 1.0], [0.0, -0.3, -0.7], [0.1, 0.1, 0.3], [-0.4, 0.6, -0.2], [-1.0, -1.0, -0.6], [0.7, 4.0, 1.5], [-1.0, -1.8, -1.0], [0.2, -2.6, -0.4], [0.7, -0.4, -1.2], [2.1, -1.1, -0.1], [1.2, 1.3, 0.6], [-1.0, -1.0, -1.4], [-0.2, 0.5, 0.5], [-1.9, 1.3, -1.0], [0.3, 0.8, 0.8], [-1.6, -0.1, 1.3], [-2.5, -1.0, -0.8], [-1.9, 2.0, 0.7], [1.1, 1.6, 0.6], [2.1, 0.7, 0.1], [2.0, -2.1, -0.5], [-0.6, -1.2, -0.4], [1.3, -1.4, 0.7], [-0.9, 1.0, 0.6], [0.4, 0.5, -0.6], [0.9, 0.9, -0.3], [0.7, -0.9, -0.7], [-0.9, 0.8, -0.2], [0.8, 1.0, 0.4], [-1.1, 1.1, 0.2], [0.3, -1.0, 0.8], [0.8, 0.6, 0.5], [-0.8, 0.0, -0.6], [-0.7, -0.4, 0.9], [0.8, -0.1, 1.0], [-1.1, 0.1, -0.5], [0.4, -1.1, 0.3], [0.7, 0.1, -1.1], [-1.0, 0.7, 0.4], [0.1, 1.2, 0.4], [1.2, 0.2, 0.1], [1.0, -0.9, -0.5], [-0.1, -1.3, -0.5], [-0.1, 0.6, 0.1], [0.0, -0.1, 0.1], [0.0, 0.0, 0.0], [-0.1, 0.0, 0.2], [0.1, -0.1, 0.2], [0.1, 0.1, 0.0], [0.0, 0.0, -0.1], [0.0, 0.1, -0.1], [0.0, -0.1, -0.1], [0.0, 0.1, -0.1], [-0.1, 0.0, -0.1], [0.1, -0.1, 0.1], [-0.1, 0.1, -0.1], [0.0, 0.0, 0.2], [0.1, -0.1, 0.1], [0.0, 0.1, -0.1], [0.0, 0.0, -0.1], [0.0, 0.0, -0.1], [-0.1, 0.0, 0.0], [-0.1, 0.0, 0.0], [-0.1, 0.0, 0.0], [-0.1, 0.0, 0.0], [0.0, 0.1, 0.1], [-0.1, -0.1, -0.3], [0.0, 0.1, 0.0], [0.1, 0.1, 0.0], [0.1, 0.1, 0.0], [0.1, 0.0, 0.0], [0.0, -0.1, 0.1], [0.0, 0.0, 0.0], [0.0, -0.1, 0.1], [0.0, 0.1, 0.0], [-0.1, 0.1, 0.1], [0.2, 0.1, 0.0], [0.0, 0.0, 0.1], [0.0, -0.1, 0.0], [0.0, -0.1, 0.0], [0.0, -0.1, 0.0], [-0.1, 0.0, -0.1], [0.0, 0.0, -0.1], [0.0, 0.0, -0.1]],
  "mulliken_charge": [-0.557, -0.346, -0.149, -0.599, -0.434, -1.292, 1.165, -0.543, -0.709, -0.522, 0.122, -0.606, 0.716, -0.387, 1.758, -2.024, -0.235, 0.272, -0.310, -0.491, -0.020, -0.631, -0.075, 0.185, -0.423, -0.284, 0.128, 0.026, 0.354, 0.205, 0.350, 0.462, 0.366, 0.682, 0.533, 0.440, 0.165, 0.270, 0.693, 0.357, 0.304, 0.116, 0.376, 0.275, 0.331, -0.685, 0.372, -0.573, -0.955, 0.099, 0.258, 0.401, 0.397, 0.448, 0.193, -0.586, 0.629, -0.631, -1.032, -0.110, 0.362, 0.380, 0.300, 0.372, 0.331, -0.932, 0.482, -0.583, -0.971, 0.324, 0.286, 0.358, 0.328, 0.411, 0.290, -0.993, 0.576, -0.609, -0.907, 0.324, 0.301, 0.361, 0.317, 0.363, 0.292],
  "homo_energy_ev": -8.444,
  "homo_lumo_gap_ha": 0.3215
}

# 3
{
  "formula": "C23H43N2O2P3Rh",
  "method": "ωB97M-V/def2-TZVPD",
  "elements": ["Rh", "P", "P", "P", "H", "C", "C", "H", "C", "C", "C", "C", "C", "C", "C", "C", "C", "H", "H", "H", "H", "H", "H", "H", "H", "H", "H", "H", "H", "H", "H", "H", "H", "H", "H", "H", "H", "H", "H", "H", "H", "H", "H", "H", "H", "H", "C", "C", "C", "C", "C", "C", "O", "H", "H", "H", "H", "H", "H", "N", "C", "O", "C", "C", "C", "N", "C", "C", "H", "H", "H", "H", "H", "H"],
  "positions_angstrom": [[0.92392, -0.19345, 0.02190], [2.28387, -1.24034, 1.52727], [1.93413, 1.80160, 0.20637], [-0.59598, -2.15490, 0.09471], [2.59686, 1.59207, -3.63466], [1.69775, 1.40778, -4.24820], [0.69131, 2.29550, -4.30190], [0.70498, 3.16284, -3.65579], [3.70245, -1.91941, 0.62477], [3.14483, -0.22099, 2.80314], [1.89747, -2.65486, 2.64343], [1.06438, 2.78155, -1.08640], [1.81737, 2.72901, 1.78660], [3.70010, 1.61498, -0.25402], [-2.24924, -1.98837, -0.66660], [-1.22061, -3.16509, 1.53658], [0.33479, -3.38483, -0.90256], [1.73854, 0.59843, -4.97239], [-0.03847, 2.26488, -5.09903], [4.44657, -2.29463, 1.33666], [4.15243, -1.15821, -0.01243], [3.37965, -2.74210, -0.01316], [3.93516, -0.82987, 3.27723], [2.44403, 0.09639, 3.58358], [3.59199, 0.68470, 2.38486], [2.38320, -3.56748, 2.28166], [0.83990, -2.87110, 2.75175], [2.26296, -2.44615, 3.65861], [0.98951, 3.80581, -0.75244], [0.06172, 2.35628, -1.23614], [1.55159, 2.76473, -2.05832], [2.66059, 3.42138, 1.93884], [1.84543, 2.03125, 2.63352], [0.88722, 3.31297, 1.89571], [4.19099, 2.54706, -0.56406], [3.79772, 0.89032, -1.07571], [4.24536, 1.19037, 0.59992], [-2.98301, -2.62222, -0.17010], [-2.26017, -2.26058, -1.71247], [-2.57974, -0.95867, -0.58566], [-2.20689, -3.58161, 1.30394], [-1.33439, -2.57268, 2.44869], [-0.59217, -4.03632, 1.74597], [-0.35118, -4.01139, -1.48555], [0.91601, -4.04728, -0.25218], [1.01523, -2.87349, -1.59285], [-2.57447, 0.48679, -3.41077], [-1.33299, 0.05064, -2.89891], [-0.76637, -1.12842, -3.39886], [-1.48938, -1.96741, -4.25122], [-2.79771, -1.60813, -4.59829], [-3.33772, -0.37641, -4.22602], [-3.07501, 1.76725, -3.21809], [-2.48933, 2.45909, -3.54163], [-0.74025, 0.65438, -2.18459], [0.25299, -1.35229, -3.13062], [-1.00057, -2.82366, -4.75106], [-3.38966, -2.22535, -5.26215], [-4.31521, -0.01199, -4.60318], [-3.32329, 2.13568, 5.41761], [-3.44383, 2.43268, 4.07449], [-4.28633, 3.21510, 3.65574], [-2.54644, 1.66731, 3.13897], [-1.70854, 0.60480, 3.50153], [-0.83175, 0.06670, 2.57112], [-0.78074, 0.48557, 1.28861], [-1.71403, 1.37402, 0.87130], [-2.57305, 2.02529, 1.78297], [-3.88664, 2.71585, 6.02064], [-2.46657, 1.78206, 5.80832], [-1.70756, 0.21882, 4.51924], [-0.11625, -0.69933, 2.85334], [-1.76604, 1.64512, -0.19889], [-3.21146, 2.85194, 1.41731]],
  "forces_ev_per_angstrom": [[-1.7, -2.2, -0.5], [1.9, -0.9, 2.3], [0.6, 2.1, -0.3], [-0.9, -1.4, 0.0], [-0.6, -0.3, -0.1], [-0.2, 0.9, -0.3], [1.1, -0.5, 0.0], [-0.2, 0.1, -0.2], [0.1, 0.0, -0.3], [0.0, 0.2, -0.1], [-0.3, -0.2, 0.2], [0.1, 0.0, 0.3], [0.0, 0.1, 0.5], [0.2, -0.1, 0.0], [-0.3, 0.2, -0.3], [0.3, -0.1, 0.4], [-0.1, -0.1, -0.2], [0.1, 0.0, 0.2], [-0.2, -0.2, 0.1], [-0.1, 0.1, -0.1], [0.1, -0.1, 0.0], [0.0, -0.1, 0.0], [-0.3, 0.2, -0.3], [0.1, -0.1, -0.1], [0.0, -0.3, 0.2], [0.0, 0.2, 0.0], [0.0, 0.1, -0.1], [0.1, 0.0, -0.4], [-0.2, 0.4, 0.0], [0.3, 0.4, 0.2], [0.3, -0.2, 0.4], [-0.2, -0.2, -0.4], [0.0, 0.1, -0.3], [0.3, -0.3, -0.4], [-0.3, -0.1, 0.2], [-0.2, 0.3, 0.1], [-0.1, 0.3, -0.3], [0.1, 0.1, 0.0], [0.1, 0.0, -0.2], [-0.2, 0.2, 0.0], [0.3, 0.3, -0.1], [0.0, -0.1, -0.1], [0.2, 0.3, 0.0], [0.1, 0.1, 0.1], [0.0, 0.2, -0.1], [0.0, -0.2, 0.1], [-0.8, 2.5, 0.0], [2.0, -0.8, -0.2], [-0.3, 1.7, 1.0], [0.5, -0.2, -0.8], [-1.6, 1.3, -0.3], [-0.7, -1.3, -0.5], [0.4, -3.0, -0.4], [0.6, 0.4, 0.3], [-0.5, -0.3, -0.6], [0.1, -0.1, 0.1], [-0.4, 0.4, 0.6], [0.1, -0.1, 0.0], [0.7, -0.4, 0.3], [0.1, 0.3, -1.2], [-1.3, 0.6, 1.3], [1.2, -1.0, 0.0], [0.3, -0.2, -1.1], [0.0, 0.2, 0.2], [-0.1, 0.6, -0.1], [-0.9, 0.4, 0.3], [-0.2, 0.6, 0.9], [0.4, 0.0, -0.7], [0.0, 0.0, 0.1], [0.0, 0.0, 0.0], [0.0, 0.0, -0.2], [-0.1, 0.1, 0.0], [0.3, -0.2, 0.7], [0.2, -0.7, 0.4]],
  "mulliken_charge": [-0.107, 1.319, 0.763, 1.240, 0.328, -0.567, -0.677, 0.404, -1.439, -1.483, -1.185, -0.857, -1.295, -1.230, -1.043, -1.567, -1.521, 0.325, 0.407, 0.451, 0.361, 0.386, 0.512, 0.373, 0.353, 0.432, 0.222, 0.447, 0.551, 0.195, 0.100, 0.435, 0.295, 0.406, 0.496, 0.333, 0.341, 0.622, 0.205, 0.155, 0.516, 0.382, 0.481, 0.452, 0.450, 0.336, 0.465, 0.840, -0.640, -0.638, -0.480, -0.405, -0.458, 0.383, -0.433, 0.710, 0.490, 0.496, 0.495, -0.339, 0.141, -0.549, 0.730, -1.130, -0.855, 1.231, -0.505, -0.774, 0.282, 0.183, 0.410, 0.518, 0.212, 0.515],
  "s2": 6.03,
  "total_charge": 3,
  "homo_energy_ev": [-15.498, -16.898],
  "multiplicity": 5,
  "de_lowest_kj_mol": 131.3,
  "homo_lumo_gap_ha": [0.2534, 0.1534]
}

Asked for E across the records above, the calculation gives -127196.6364; -190849.8466; -62469.0438 eV in order.